# 1
Entry from the Open Molecules 2025 dataset: a 2-piece molecular cluster, H3OPSi overall in a non-equilibrium geometry (wB97M-V/def2-TZVPD).

Each line ends with the Mulliken charge.
Element x y z (Å)
O  -2.13440  -0.81500  1.91046  -0.28
Si  0.70894  0.13422  -0.69572  0.15
P  -2.46827  -0.18733  0.68701  0.37
H  1.52561  -0.46128  0.30062  -0.07
H  1.46429  -0.17811  -1.91975  -0.09
H  0.90383  1.50749  -0.28262  -0.08

Its charge is 0. The calculation puts the energy above the lowest of the compared OMol25 structures with the same formula, charge and spin at 2.687 eV. The orbital gap (spin up / spin down) comes out at 7.0 / 6.5 eV. As for the HOMO energy (spin up / spin down): -8.16 / -7.86 eV. Its LUMO energy (spin up / spin down) is -1.192 / -1.396 eV.

***

# 2
Entry from the Open Molecules 2025 dataset: an isolated ion of composition C2H5N2OS2 and charge +1 in a non-equilibrium geometry (wB97M-V/def2-TZVPD).

Each line ends with the Mulliken charge.
Element x y z (Å)
C  0.37826  -0.00469  0.54673  0.69
C  -0.22953  1.11486  -1.84619  0.01
N  -0.85147  0.10665  1.14207  -0.26
N  1.22363  -0.79358  1.24889  -0.39
O  -1.32251  0.41122  -1.57140  -0.43
S  1.04963  1.00167  -0.73739  0.02
S  -1.95702  1.28432  0.78631  -0.08
H  -0.27002  1.91998  -2.49742  0.41
H  -0.83093  -0.19284  2.12923  0.28
H  0.96319  -1.06061  2.16150  0.18
H  2.06998  -1.03980  0.84481  0.20
H  -2.20271  0.92827  -1.70823  0.37

Its charge is +1. The calculation puts the energy above the lowest of the compared OMol25 structures with the same formula, charge and spin at 3.097 eV. The orbital gap (spin up / spin down) comes out at 6.0 / 7.9 eV. As for the HOMO energy (spin up / spin down): -12.00 / -13.03 eV. Its LUMO energy (spin up / spin down) is -6.032 / -5.085 eV.

***

# 3
Entry from the Open Molecules 2025 dataset: an isolated ion of composition C5H10N3 and charge +1 in a non-equilibrium geometry (wB97M-V/def2-TZVPD).

Each line ends with the Mulliken charge.
Element x y z (Å)
C  0.65390  1.63546  -0.45156  -0.60
C  0.49072  0.98140  0.90264  -0.60
C  0.16021  -0.47464  0.69325  0.41
C  0.77229  -1.65909  1.01903  -0.57
N  -0.00492  -2.64257  0.50512  -0.12
C  -1.02201  -2.04422  -0.22417  -0.32
N  -0.93852  -0.74176  -0.07336  -0.50
N  -0.63869  1.57826  -1.27025  -0.21
H  1.48697  1.27055  -1.04003  0.40
H  0.72162  2.70664  -0.23402  0.35
H  1.44797  1.02107  1.41965  0.33
H  -0.39070  1.39493  1.39478  0.28
H  1.66776  -1.67137  1.61592  0.38
H  0.01511  -3.54328  0.96879  0.27
H  -1.68646  -2.57653  -0.87744  0.43
H  -1.09756  0.67648  -1.00615  0.37
H  -1.25752  2.36181  -1.10877  0.36
H  -0.38014  1.72687  -2.23341  0.33

Its charge is +1. The calculation puts the energy above the lowest of the compared OMol25 structures with the same formula, charge and spin at 0.542 eV. The orbital gap comes out at 9.7 eV. As for the HOMO energy: -12.67 eV. Its LUMO energy is -2.976 eV.

***

# 4
Entry from the Open Molecules 2025 dataset: one molecule with the formula C3H7NO3 in a non-equilibrium geometry (wB97M-V/def2-TZVPD).

Each line ends with the Mulliken charge.
Element x y z (Å)
C  -0.36475  0.04123  -0.20481  1.30
C  -0.62032  -0.54445  1.16777  -1.49
N  1.97816  -0.68745  -0.54745  -0.58
C  -0.68549  1.51037  -0.35575  -0.25
O  1.13624  0.47983  -0.33377  -0.28
O  -0.94345  -0.67906  -1.25006  -0.54
O  -1.29081  2.13260  0.52798  -0.52
H  -1.77740  -1.05895  -0.92513  0.36
H  2.43241  -0.47995  -1.43833  0.25
H  2.70050  -0.57186  0.16395  0.25
H  -0.51973  1.93142  -1.36240  0.36
H  -1.68559  -0.49736  1.41738  0.40
H  -0.28068  -1.58578  1.20123  0.42
H  -0.07908  0.00939  1.93938  0.33

Its charge is 0. The calculation puts the energy above the lowest of the compared OMol25 structures with the same formula, charge and spin at 4.253 eV. The orbital gap comes out at 10.3 eV. As for the HOMO energy: -9.68 eV. Its LUMO energy is 0.658 eV.

***

# 5
Entry from the Open Molecules 2025 dataset: C35H40N3O8 as an isolated structure in a non-equilibrium geometry (wB97M-V/def2-TZVPD).

Each line ends with the Mulliken charge.
Element x y z (Å)
C  -0.04667  2.91187  1.11037  -0.74
C  -0.73867  2.02587  1.99537  -0.72
N  -1.08567  0.82387  1.40437  0.91
C  -2.43067  0.43187  1.17437  -0.93
C  -2.45367  -0.73313  0.32537  0.64
N  -1.14667  -0.92913  0.09037  0.25
C  -0.38467  0.02687  0.64737  -0.59
C  -0.73467  -2.05913  -0.65963  -0.99
H  0.25833  3.95187  1.40937  0.45
H  -0.69967  3.13987  0.17737  0.05
H  0.92133  2.53587  0.97137  0.22
H  -1.54867  2.53587  2.33037  0.48
H  -0.12267  1.88387  2.95737  0.20
H  -3.23467  0.92987  1.57837  0.79
H  -3.33467  -1.38513  -0.11763  -0.38
H  0.75933  -0.10513  0.69637  0.23
H  -1.56767  -2.31013  -1.19163  0.33
H  -0.71267  -2.82713  0.15137  0.34
H  0.20033  -1.82713  -1.11863  0.46
N  -0.90767  6.29287  -1.64263  -0.56
C  -0.00967  5.50087  -2.22063  -0.22
C  -0.31467  4.17187  -2.61563  0.29
C  -1.59167  3.59487  -2.35763  -0.48
C  -2.47567  4.36287  -1.57363  -0.41
C  -2.13767  5.67687  -1.24363  -0.39
H  0.97933  5.96587  -2.67063  0.25
H  0.31633  3.34087  -3.27363  0.17
H  -1.91067  2.63287  -2.76263  0.42
H  -3.47667  3.98587  -1.46963  0.46
H  -2.69367  6.34587  -0.66863  0.47
C  5.04533  -2.18613  -0.92463  -1.11
C  6.15733  -2.59413  -2.00763  -0.47
C  5.88233  -3.52213  -2.94763  0.45
C  4.55633  -4.11013  -2.99463  -0.19
C  3.56033  -3.73613  -2.20463  -1.01
C  3.85233  -2.78913  -1.13963  0.57
O  2.83533  -2.41613  -0.38063  -0.30
O  6.95233  -3.80413  -3.81063  -0.53
H  5.19333  -1.55913  -0.23363  1.18
H  7.05333  -1.80113  -2.18563  0.22
H  4.14533  -4.85013  -3.75463  0.20
H  2.65333  -4.19513  -2.33463  0.50
H  2.97933  -1.79513  0.33337  0.17
H  6.77933  -4.62813  -4.28963  0.31
C  -5.51667  -2.76713  -1.27963  -0.60
C  -5.93467  -1.25513  -0.77663  -0.37
C  -6.26767  -1.05013  0.56337  0.57
C  -6.18867  -2.23113  1.42037  -0.66
C  -5.66967  -3.42113  0.90937  -0.37
C  -5.41367  -3.69113  -0.37763  0.89
O  -4.86667  -4.88713  -0.83963  -0.58
O  -6.67467  0.21587  0.91137  -0.51
H  -5.33867  -3.09613  -2.56763  0.06
H  -6.07467  -0.34113  -1.67363  0.21
H  -6.54467  -2.20013  2.38037  0.49
H  -5.48567  -4.26813  1.75237  0.24
H  -4.98267  -5.23013  -1.74963  0.33
H  -7.07767  0.28887  1.74037  0.31
C  -1.48767  -2.15313  3.78837  -0.77
C  -2.31867  -1.50913  4.88437  -0.71
C  -1.70467  -0.76813  5.88137  1.05
C  -0.28867  -0.57913  5.88237  -0.78
C  0.41433  -1.17713  4.78737  -0.25
C  -0.11267  -1.79613  3.70437  0.64
O  0.65933  -2.33813  2.76237  -0.57
O  -2.40767  -0.25613  6.95137  -0.63
H  -1.90567  -2.68713  2.99537  0.60
H  -3.49967  -1.66413  4.89937  0.10
H  0.15433  -0.18313  6.97237  0.27
H  1.46533  -1.24913  5.04537  0.40
H  1.53233  -1.76113  2.54637  0.29
H  -3.49067  -0.28313  7.07537  0.36
C  4.56333  1.45587  -1.42563  0.07
C  5.00333  1.59287  -2.87263  -0.68
C  4.65133  2.72487  -3.59763  0.74
C  3.93633  3.80887  -3.07963  -0.81
C  3.49433  3.72087  -1.70063  -0.49
C  3.81833  2.59687  -0.92563  0.49
O  3.45933  2.51287  0.41637  -0.57
O  5.26833  2.90687  -4.88963  -0.45
H  4.71033  0.46787  -0.68563  -0.34
H  5.63133  0.89587  -3.31063  0.46
H  3.48833  4.61987  -3.41163  0.55
H  2.73233  4.30487  -1.42563  0.53
H  3.30033  1.64087  0.87437  0.26
H  5.64933  2.18287  -5.11363  0.25

Its charge is +1. The calculation puts the energy above the lowest of the compared OMol25 structures with the same formula, charge and spin at 4.718 eV. The orbital gap comes out at 7.3 eV. As for the HOMO energy: -10.41 eV. Its LUMO energy is -3.113 eV.

***

# 6
Entry from the Open Molecules 2025 dataset: one molecule with the formula C5H8O2 (wB97M-V/def2-TZVPD).

Each line ends with the Mulliken charge.
Element x y z (Å)
C  1.47340  0.67877  -0.37993  -1.58
C  0.33674  -0.03851  0.32210  1.64
O  0.70487  -0.49686  1.60659  -0.60
C  -1.02071  0.71652  0.43781  -1.18
C  -1.66839  -0.40860  -0.36349  -0.10
O  -0.98097  -0.49737  -1.61204  -0.45
C  -0.40554  -1.13316  -0.47855  -0.71
H  1.15733  1.01317  -1.37094  0.36
H  1.78338  1.55169  0.20495  0.37
H  2.34410  0.02076  -0.50765  0.43
H  1.58669  -0.88710  1.52666  0.37
H  -1.34408  0.74295  1.48164  0.31
H  -1.07556  1.71320  -0.00979  0.30
H  -2.68902  -0.77539  -0.33242  0.42
H  -0.20223  -2.20007  -0.52494  0.43

Its charge is 0. The calculation puts the energy above the lowest of the compared OMol25 structures with the same formula, charge and spin at 2.245 eV. The orbital gap comes out at 10.7 eV. As for the HOMO energy: -9.77 eV. Its LUMO energy is 0.936 eV.

***

# 7
Entry from the Open Molecules 2025 dataset: a 4-piece molecular cluster, C16H32O4 overall in a non-equilibrium geometry (wB97M-V/def2-TZVPD).

Each line ends with the Mulliken charge.
Element x y z (Å)
C  2.12205  -0.63165  2.32599  0.91
C  2.56108  0.48692  3.21844  -0.53
C  1.64203  0.28628  4.44839  -0.29
O  0.97015  -1.03648  4.24043  -0.52
C  1.68160  -1.75634  3.22920  -0.77
H  2.84601  -0.93770  1.57079  0.58
H  1.21828  -0.41121  1.75791  -1.06
H  2.45371  1.44666  2.71300  -0.29
H  3.62558  0.37409  3.42387  0.49
H  0.99602  1.15394  4.58231  0.17
H  2.28893  0.22141  5.32326  0.35
H  1.08166  -2.57987  2.84193  0.45
H  2.57254  -2.21306  3.66016  0.28
C  0.80262  1.78870  1.67706  -0.34
C  1.24362  2.65841  2.87052  -0.43
C  0.81585  3.98646  2.27216  -0.92
O  -0.44532  3.76625  1.73760  -0.47
C  -0.43915  2.46967  1.17969  -1.10
H  0.55004  0.75368  1.90740  0.40
H  1.61161  1.96851  0.96904  0.51
H  2.31475  2.48204  2.96888  0.57
H  0.79348  2.37424  3.82168  0.25
H  1.52159  4.32102  1.51185  0.35
H  0.86656  4.73646  3.06148  0.46
H  -0.42803  2.49661  0.09008  0.53
H  -1.29421  1.98866  1.65468  0.39
C  -0.21227  0.51746  -1.00592  -0.75
C  0.84318  -0.16883  -0.18452  2.48
C  0.29552  -1.59261  0.01204  -0.59
O  -0.45140  -1.86743  -1.19127  -0.45
C  -0.96157  -0.62183  -1.74664  -0.59
H  0.17295  1.27772  -1.68543  0.41
H  -0.88387  1.01226  -0.30433  0.17
H  0.97294  0.39306  0.74043  -2.21
H  1.74714  -0.24512  -0.78880  0.27
H  -0.38392  -1.62689  0.86368  0.38
H  1.11652  -2.30626  -0.05691  0.27
H  -2.01380  -0.49964  -1.48976  0.30
H  -0.79976  -0.60770  -2.82447  0.54
C  -2.66460  -1.12714  -3.71748  -0.30
C  -2.92991  -1.13686  -5.20086  -0.72
C  -2.30293  -2.32520  -5.78573  -0.49
O  -2.59917  -3.24290  -4.77073  -0.46
C  -2.45917  -2.61279  -3.52206  -0.28
H  -3.51442  -0.86563  -3.08699  0.32
H  -1.77843  -0.51784  -3.53983  -0.05
H  -2.61210  -0.16979  -5.59057  0.40
H  -3.97682  -1.23731  -5.48718  0.24
H  -1.25434  -2.30638  -6.08272  0.29
H  -2.88077  -2.53734  -6.68528  0.31
H  -1.41669  -2.72108  -3.22273  0.20
H  -3.02534  -3.05760  -2.70372  0.40

Its charge is 0. The calculation puts the energy above the lowest of the compared OMol25 structures with the same formula, charge and spin at 7.299 eV. The orbital gap comes out at 9.9 eV. As for the HOMO energy: -9.37 eV. Its LUMO energy is 0.541 eV.

***

# 8
Entry from the Open Molecules 2025 dataset: one molecule with the formula C5H8O2 in a non-equilibrium geometry (wB97M-V/def2-TZVPD).

Each line ends with the Löwdin spin population.
Element x y z (Å)
C  1.86699  0.22728  0.41907  0.73
C  1.86138  -0.77676  -0.39719  0.69
C  0.51726  0.72336  0.77678  0.11
C  -0.32605  -0.49078  0.18648  0.01
C  -1.42135  0.05224  -0.75033  0.01
O  0.63908  -1.30987  -0.61045  0.29
O  -0.88440  -1.22278  1.21519  0.01
H  2.70506  0.79286  0.61250  0.04
H  2.60156  -1.41328  -0.77758  0.05
H  0.51293  0.93157  1.89139  0.03
H  0.24373  1.58628  0.20915  0.04
H  -1.85335  -0.70023  -1.31391  0.00
H  -0.97796  0.79765  -1.55276  0.00
H  -2.07830  0.58380  -0.19524  0.00
H  -0.98666  -2.20068  1.03634  0.00

Its charge is 0. The calculation puts the energy above the lowest of the compared OMol25 structures with the same formula, charge and spin at 1.508 eV. Its expectation value of S² is 2.01. The orbital gap (spin up / spin down) comes out at 5.1 / 9.3 eV. As for the HOMO energy (spin up / spin down): -4.25 / -10.63 eV. The spin multiplicity is 3. Its LUMO energy (spin up / spin down) is 0.835 / -1.309 eV.